Computed, not measured: a gas-phase ion, C2H5BrClFN5O3 (charge +1) in a non-equilibrium geometry, with ωB97M-V/def2-TZVPD.

Last columns: bonded neighbours and bond lengths (Å).
Element x y z (Å)
1 C -1.62 0.50 1.21  N3 1.412, N4 1.591, N6 1.655, H14 1.098
2 C 0.96 -0.66 0.03  O10 1.403, H15 1.018, H16 1.030, H17 1.144
3 N -2.90 -0.10 1.18  C1 1.412, N5 1.250, F11 1.482
4 N -1.10 0.51 -0.29  C1 1.591, N7 1.356, O10 1.385
5 N -3.66 0.17 0.22  N3 1.250, Br13 1.789
6 N -1.83 2.13 1.40  C1 1.655, O8 1.187, O9 1.193
7 N -2.13 0.65 -1.16  N4 1.356, Cl12 1.744, H18 0.989
8 O -2.79 2.38 2.05  N6 1.187
9 O -0.98 2.72 0.80  N6 1.193
10 O -0.32 -0.60 -0.55  C2 1.403, N4 1.385
11 F -2.73 -1.46 1.73  N3 1.482
12 Cl -2.69 2.27 -1.48  N7 1.744
13 Br -4.85 -0.98 -0.46  N5 1.789
14 H -1.07 -0.04 1.99  C1 1.098
15 H 1.51 -0.73 -0.83  C2 1.018
16 H 0.99 -1.42 0.72  C2 1.030
17 H 1.09 0.35 0.56  C2 1.144
18 H -2.06 0.14 -2.00  N7 0.989

Computed properties:
- DFT total energy: -3712.03560 Eh
- Energy above the lowest of the compared OMol25 structures with the same formula, charge and spin: 0.3412 eV
- SMILES string: CON(NCl)[C@@H]([N+](=O)[O-])/[N+](F)=N/Br
- Kohn-Sham gap (alpha / beta): 8.03 / 8.03 eV
- F_max: 0.0946 hartree/bohr
- Total charge: +1